(1)
{
  "formula": "C2H11N3O2",
  "method": "the ωB97M-V functional and the def2-TZVPD basis",
  "smiles": "[H]/N=C(\\N)NC.O.O",
  "gap_ev": 9.7,
  "energy_ev": -10817.107,
  "e_above_lowest_kcal_mol": 29.2,
  "multiplicity": 1,
  "charge": 0,
  "species": ["C", "N", "C", "N", "N", "H", "H", "H", "H", "H", "H", "H", "H", "H", "O", "H", "H", "O"],
  "coordinates": [[-1.208, -1.187, 0.731], [-1.022, -0.972, -0.691], [-0.637, 0.297, -1.040], [0.254, 0.334, -2.200], [-0.575, 1.219, -0.164], [-0.382, -0.824, 1.342], [-2.036, -0.541, 0.979], [-1.537, -2.202, 0.932], [-0.814, -1.685, -1.361], [-0.215, 0.390, -3.097], [0.832, -0.494, -2.208], [-0.222, 2.040, -0.638], [5.149, 0.249, 0.936], [5.365, 0.290, -0.535], [5.777, -0.039, 0.263], [-3.492, 0.595, 2.558], [-2.335, 1.184, 1.714], [-2.901, 1.348, 2.479]],
  "atomic_forces_ev_per_a": [[-1.01, -0.01, -0.51], [-0.03, 0.73, 0.06], [3.00, -1.19, 0.35], [-1.10, 0.43, -0.41], [-1.61, 0.46, -0.39], [0.30, -0.36, -0.14], [-0.34, -0.01, 0.44], [0.35, -0.12, 0.05], [0.03, -0.35, 0.28], [-0.07, 0.08, 0.07], [-0.01, -0.10, 0.02], [0.41, 0.21, 0.22], [0.18, -0.11, 0.18], [0.07, 0.02, -0.42], [-0.26, 0.10, 0.24], [0.04, -0.04, -0.10], [0.04, 0.13, -0.02], [0.02, 0.13, 0.09]],
  "mulliken_charge": [-0.61, -0.26, 0.48, -0.61, -0.60, 0.32, -0.06, 0.34, 0.24, 0.24, 0.24, 0.26, 0.32, 0.32, -0.64, 0.30, 0.40, -0.68]
}



(2)
{
  "formula": "C54H48O18",
  "method": "the ωB97M-V functional and the def2-TZVPD basis",
  "gap_ev": 3.4,
  "energy_ev": -93587.862,
  "e_above_lowest_kcal_mol": 195.5,
  "multiplicity": 1,
  "charge": 0,
  "species": ["C", "C", "C", "O", "H", "H", "H", "H", "H", "H", "H", "H", "C", "C", "C", "O", "H", "H", "H", "H", "H", "H", "H", "H", "C", "C", "C", "O", "C", "C", "C", "O", "H", "H", "H", "H", "C", "C", "C", "O", "C", "C", "C", "O", "H", "H", "H", "H", "C", "C", "C", "O", "C", "C", "C", "O", "H", "H", "H", "H", "C", "C", "C", "O", "C", "C", "C", "O", "H", "H", "H", "H", "C", "C", "C", "O", "C", "C", "C", "O", "H", "H", "H", "H", "C", "C", "C", "O", "C", "C", "C", "O", "H", "H", "H", "H", "C", "C", "C", "O", "C", "C", "C", "O", "H", "H", "H", "H", "C", "C", "C", "O", "C", "C", "C", "O", "H", "H", "H", "H"],
  "coordinates": [[1.047, 1.140, -3.771], [2.513, 1.245, -3.393], [2.745, 2.031, -2.116], [3.006, -0.017, -3.246], [0.445, 2.076, -3.607], [0.601, 0.321, -3.354], [1.038, 0.880, -5.016], [2.876, 1.694, -4.154], [1.954, 2.769, -1.860], [3.656, 2.835, -2.208], [2.624, 1.328, -1.375], [3.919, 0.224, -3.420], [1.885, -2.950, 3.951], [2.224, -1.502, 3.592], [2.464, -0.527, 4.736], [3.500, -1.559, 2.938], [0.894, -3.144, 4.459], [2.800, -3.560, 4.179], [1.739, -3.431, 3.020], [1.504, -1.130, 3.023], [1.634, -0.439, 5.476], [2.786, 0.325, 4.508], [3.151, -0.970, 5.520], [4.142, -1.555, 3.558], [0.884, -4.156, -5.290], [2.039, -4.670, -6.145], [3.403, -4.001, -6.123], [4.255, -4.370, -7.051], [3.567, -2.931, -5.166], [2.437, -2.356, -4.556], [1.122, -3.083, -4.426], [0.282, -2.597, -3.704], [0.006, -4.593, -5.572], [1.764, -5.611, -6.781], [4.617, -2.519, -5.082], [2.534, -1.213, -4.089], [-2.988, 1.929, 5.543], [-3.078, 3.099, 4.727], [-1.984, 3.370, 3.666], [-2.002, 4.334, 2.841], [-0.780, 2.540, 3.718], [-0.814, 1.295, 4.484], [-1.915, 0.908, 5.422], [-1.830, -0.058, 6.086], [-3.834, 1.759, 6.251], [-3.857, 3.660, 4.717], [0.115, 2.914, 3.060], [-0.201, 0.632, 4.228], [3.927, 1.647, 0.065], [2.625, 1.941, 0.773], [2.278, 3.476, 0.735], [1.290, 3.941, 1.155], [3.362, 4.426, 0.177], [4.601, 3.918, -0.467], [4.766, 2.409, -0.803], [5.768, 2.000, -1.405], [4.142, 0.512, -0.092], [2.111, 1.247, 1.284], [3.272, 5.419, 0.402], [5.199, 4.749, -0.927], [-2.096, -2.787, 3.315], [-2.413, -1.823, 2.135], [-3.113, -2.526, 0.906], [-3.488, -1.944, -0.097], [-3.210, -3.894, 0.873], [-2.788, -4.732, 2.018], [-2.253, -4.271, 3.251], [-2.058, -4.976, 4.224], [-1.522, -2.330, 4.105], [-2.211, -0.807, 2.268], [-3.489, -4.454, -0.192], [-2.803, -5.845, 1.892], [-6.953, 0.700, 0.244], [-7.953, -0.320, -0.177], [-7.492, -1.335, -1.142], [-8.312, -2.089, -1.687], [-6.034, -1.420, -1.436], [-5.095, -0.457, -0.784], [-5.541, 0.640, 0.137], [-4.741, 1.349, 0.642], [-7.520, 1.475, 0.807], [-8.928, -0.310, 0.007], [-5.494, -2.236, -2.109], [-3.955, -0.623, -0.987], [2.134, -4.879, -1.399], [3.085, -3.918, -1.684], [3.122, -2.506, -1.105], [3.882, -1.576, -1.461], [2.211, -2.314, 0.006], [1.117, -3.324, 0.316], [1.037, -4.566, -0.459], [0.122, -5.359, -0.279], [2.102, -5.912, -1.992], [3.957, -4.371, -2.371], [2.260, -1.421, 0.575], [0.290, -3.178, 1.082], [-1.680, 1.086, -0.189], [-1.025, 0.630, 1.099], [-0.185, -0.647, 1.043], [0.579, -0.891, 2.099], [-0.128, -1.385, -0.125], [-0.855, -0.981, -1.319], [-1.493, 0.296, -1.380], [-1.994, 0.651, -2.523], [-2.292, 1.933, -0.156], [-1.061, 1.183, 2.089], [0.410, -2.274, -0.036], [-0.708, -1.585, -2.194], [-1.426, 4.991, -0.964], [-2.121, 6.237, -1.337], [-1.266, 7.518, -1.171], [-1.823, 8.629, -1.421], [0.158, 7.376, -0.945], [0.774, 6.127, -0.611], [-0.011, 4.916, -0.418], [0.502, 3.902, 0.094], [-1.796, 3.879, -1.107], [-3.137, 6.248, -1.744], [0.652, 8.264, -1.107], [1.837, 6.185, -0.215]],
  "atomic_forces_ev_per_a": [[0.29, 1.75, -4.52], [-5.19, 0.55, 4.26], [-0.46, 3.68, -3.24], [1.68, -0.14, -0.11], [0.67, -0.98, -0.21], [-1.33, -2.03, 1.35], [-0.24, 0.80, 3.37], [3.26, 3.07, -5.13], [-0.05, -0.39, -0.55], [-2.23, -2.68, 0.14], [0.68, -1.11, 1.10], [1.00, -1.42, 0.40], [-0.22, -0.37, 0.09], [4.89, -1.70, 5.17], [-2.84, -8.06, 5.04], [-3.37, 0.12, -4.50], [1.46, 0.22, 0.27], [-0.91, 0.74, 1.24], [-0.59, -0.32, -1.59], [-0.06, 0.73, -0.72], [-0.27, 0.23, -0.98], [2.57, 7.06, -2.32], [0.15, 0.24, -1.09], [3.23, 0.00, 3.20], [7.18, -3.32, -5.03], [-4.78, 0.64, 2.68], [1.69, -3.12, -4.00], [-3.40, 1.86, 4.35], [-0.82, 1.95, 1.14], [2.96, 0.73, -0.20], [1.02, 2.48, -0.55], [-0.76, 0.01, 0.96], [-2.54, -0.94, 0.20], [1.05, 2.14, 0.99], [-1.53, -0.11, -0.23], [-0.34, -3.50, -0.89], [-1.93, 3.42, -1.74], [6.39, -7.26, 0.51], [-0.14, 3.08, -0.42], [-0.61, -2.90, 2.38], [1.00, -3.54, 1.87], [-4.76, 9.10, -1.65], [0.47, 3.82, -1.71], [-0.14, -2.64, 1.49], [0.95, -0.04, -0.53], [-4.88, 3.75, 0.21], [-1.83, -1.14, 1.30], [5.61, -5.45, -1.35], [-4.75, -4.13, 2.94], [6.55, 6.58, -4.38], [15.36, -6.15, -1.45], [-2.62, 4.47, 9.87], [2.88, -6.81, -1.10], [-4.20, 1.89, 0.59], [3.00, 3.78, 2.14], [-1.57, -0.06, 0.29], [-0.23, 1.92, 0.81], [-1.81, -2.41, 1.66], [-0.09, 2.30, 0.39], [-0.06, -1.29, 0.54], [-0.30, 4.70, -5.31], [-0.48, -7.91, 4.00], [1.14, 3.91, 0.99], [1.67, -0.62, 0.98], [1.20, -8.66, 2.44], [-1.94, 0.04, -6.32], [-0.50, 2.00, 1.48], [0.24, 0.09, -0.53], [-0.18, -0.10, 0.50], [-0.23, 1.21, -0.04], [0.56, 1.75, 3.23], [-0.13, 1.16, 0.07], [-8.24, -2.32, 0.58], [9.10, 3.39, -0.34], [-0.32, -1.92, -0.98], [1.09, 1.10, 0.76], [4.76, 2.57, 1.62], [-1.72, -3.46, -3.73], [-0.06, -3.05, -3.01], [1.52, 2.06, 1.65], [1.27, -0.21, -0.18], [-3.97, 0.52, 1.01], [-1.83, 1.83, 1.46], [-3.27, 1.52, 0.00], [1.30, 0.43, -1.86], [1.06, -2.93, -1.48], [1.56, 0.43, -0.26], [-1.54, -2.79, 0.72], [-2.81, -5.30, 1.58], [6.20, 0.54, 0.76], [-0.26, -1.17, -0.14], [0.24, 0.55, 0.03], [0.14, 2.42, 1.69], [-1.91, 1.87, 1.44], [0.06, 0.69, 0.33], [1.90, -0.91, -0.33], [3.49, -2.42, 6.41], [-1.71, 1.14, -4.82], [1.77, 3.35, 5.03], [-6.66, 1.55, -7.27], [-5.60, 2.95, -5.63], [3.98, -2.11, 4.29], [-2.72, 1.48, -4.52], [1.68, -0.82, 4.08], [-0.75, 1.10, -0.21], [-0.16, -0.80, -1.78], [-2.18, 1.95, -1.90], [-0.43, -0.05, -0.36], [-1.33, 0.32, -0.18], [4.18, -3.33, 1.85], [-3.50, 0.71, -1.97], [1.75, -2.56, 0.95], [0.00, -4.67, 0.91], [-0.29, 3.13, 0.84], [-2.09, 5.71, -2.34], [-9.49, -3.53, -8.35], [0.00, 2.68, 0.24], [0.55, 0.09, 0.19], [1.55, 1.73, 0.07], [-1.75, -0.16, -1.06]],
  "mulliken_charge": [-0.91, -0.43, 0.23, -0.43, 0.28, -0.05, 0.26, 0.64, -0.09, 0.59, -0.50, 0.33, -1.45, 1.24, -2.06, -0.60, 0.32, 0.33, 0.21, 0.16, 0.32, 0.63, 0.47, 0.37, -0.95, -0.21, 0.15, -0.58, -0.44, -0.14, 0.51, -0.38, 0.60, 0.30, 0.36, 0.55, -0.43, -0.87, 0.92, -0.59, -0.57, 0.31, 0.06, -0.52, 0.36, 0.69, 0.05, 0.73, -0.65, -0.55, 0.29, -0.57, -1.05, -1.13, 1.08, -0.70, 0.13, 1.29, 1.14, 0.28, -0.52, 0.04, 0.21, -0.24, -0.19, -0.34, -0.06, -0.56, 0.38, 0.75, 0.24, 0.36, -0.77, -0.70, 0.38, -0.57, -0.28, 0.60, 0.56, -0.41, 0.33, 0.58, 0.30, -0.01, -0.56, -0.30, 0.30, -0.67, -0.05, -0.72, 0.38, -0.60, 0.31, 0.25, 0.55, 0.24, -1.35, 0.79, 1.49, 0.51, 0.53, -0.80, -0.09, -0.78, 1.33, -1.08, -0.51, 0.77, -0.12, -0.45, 0.18, -0.59, -0.90, -0.05, 0.59, 1.12, 0.06, 0.45, 0.53, -0.16]
}



(3)
{
  "formula": "C12H25ClMnNO2P2",
  "method": "the ωB97M-V functional and the def2-TZVPD basis",
  "s_squared": 6.135,
  "gap_ev": [8.5, 9.0],
  "energy_ev": -80841.270,
  "multiplicity": 5,
  "charge": 2,
  "species": ["Mn", "P", "C", "C", "N", "C", "C", "C", "C", "C", "P", "H", "H", "H", "H", "H", "H", "H", "H", "O", "H", "H", "O", "H", "C", "H", "H", "H", "C", "H", "H", "H", "C", "H", "H", "H", "C", "H", "H", "H", "Cl", "C", "H", "H"],
  "coordinates": [[0.443, 0.672, 0.409], [-1.082, 2.087, -0.678], [-2.363, 0.799, -0.909], [-1.766, -0.436, -1.574], [-0.497, -0.693, -1.216], [0.124, -1.779, -1.698], [-0.513, -2.618, -2.603], [-1.835, -2.379, -2.961], [-2.483, -1.267, -2.431], [1.543, -2.055, -1.226], [1.944, -1.082, 0.261], [-3.522, -1.017, -2.638], [0.060, -3.477, -2.950], [-2.350, -3.055, -3.627], [1.703, -3.120, -0.991], [2.282, -1.772, -1.994], [-2.692, 0.539, 0.137], [-3.212, 1.210, -1.483], [-0.888, -0.626, 3.289], [-1.537, -0.358, 2.577], [-2.406, -0.621, 2.933], [0.995, 0.133, 3.893], [0.500, -0.701, 4.133], [0.924, -1.093, 4.914], [1.373, -2.137, 1.634], [1.941, -3.077, 1.571], [1.542, -1.639, 2.607], [0.284, -2.323, 1.559], [3.726, -0.849, 0.368], [3.953, -0.210, 1.231], [4.218, -1.821, 0.490], [4.096, -0.354, -0.540], [-0.818, 2.842, -2.330], [-1.760, 3.254, -2.734], [-0.092, 3.671, -2.246], [-0.417, 2.103, -3.048], [-1.830, 3.340, 0.396], [-1.044, 4.058, 0.665], [-2.651, 3.873, -0.103], [-2.206, 2.869, 1.314], [0.915, 2.016, 2.780], [1.528, 2.126, 1.099], [1.280, 3.093, 0.653], [2.590, 1.878, 1.067]],
  "atomic_forces_ev_per_a": [[-1.35, -0.74, -0.86], [-0.94, 0.60, -0.63], [-0.45, -0.35, 0.26], [-0.48, 0.38, 0.22], [0.29, 0.26, 0.82], [0.17, -0.25, -0.14], [0.37, -0.24, 0.28], [0.18, 0.20, 0.19], [0.21, 0.42, 0.26], [0.19, 0.14, -0.29], [0.14, -0.66, 0.57], [0.28, -0.22, -0.11], [-0.40, 0.14, -0.13], [-0.04, -0.02, -0.07], [-0.12, 0.29, -0.21], [-0.31, -0.16, 0.04], [0.06, 0.15, -0.96], [0.22, -0.27, 0.35], [-0.71, 0.32, -0.63], [0.16, -0.34, 0.32], [0.43, 0.21, -0.37], [-0.68, -1.34, 0.76], [1.25, 0.99, 0.23], [-0.24, 0.26, -0.17], [0.33, -0.07, 0.14], [-0.30, 0.13, 0.19], [0.01, -0.42, -0.64], [0.52, 0.03, -0.10], [0.21, -0.12, -0.01], [0.00, -0.22, -0.16], [0.04, 0.24, -0.02], [-0.09, -0.16, 0.23], [0.34, 0.10, -0.05], [0.31, -0.24, 0.32], [-0.30, -0.38, -0.03], [-0.18, 0.28, 0.41], [0.03, 0.14, 0.02], [-0.27, -0.03, 0.00], [0.23, -0.14, 0.08], [0.14, 0.09, -0.22], [0.04, 0.39, -0.51], [0.50, 0.42, 0.13], [0.32, -0.13, 0.41], [-0.11, 0.33, 0.08]],
  "mulliken_spin": [4.23, -0.03, 0.01, 0.00, -0.01, 0.00, 0.00, 0.00, 0.00, -0.01, -0.02, 0.00, 0.00, 0.00, 0.00, 0.00, 0.00, 0.00, 0.00, 0.02, 0.00, 0.00, 0.00, 0.00, 0.01, 0.00, 0.00, 0.00, 0.02, 0.00, 0.00, 0.00, 0.00, 0.00, 0.00, 0.00, 0.00, 0.00, 0.00, 0.00, 0.02, -0.28, 0.02, 0.01]
}